one) The following is a DFT calculation (the ωB97M-V functional and the def2-TZVPD basis) of a cluster of 2 separate species, C2H9N2O in total.

Values from the calculation:
- HOMO-LUMO gap (eV) = 11.8
- net charge = +1
- lowest unoccupied orbital energy (eV) = -3.336

XYZ file:
```
14
Properties=species:S:1:pos:R:3:nbo_charge:R:1
C 1.483 -0.195 0.725 -0.45
N 1.583 1.064 -0.095 -0.77
H 2.522 -0.404 1.054 0.24
H 1.230 -1.131 0.227 0.24
H 0.749 -0.125 1.561 0.24
H 1.784 1.029 -1.098 0.44
H 0.435 1.106 -0.265 0.49
H 1.951 1.970 0.313 0.45
C -1.543 -0.284 -0.798 0.58
N -2.473 -0.898 -0.019 -0.80
O -0.918 0.820 -0.596 -0.69
H -1.184 -0.726 -1.650 0.15
H -2.544 -1.928 0.153 0.45
H -3.074 -0.297 0.489 0.42
```



two) The following is a DFT calculation (the ωB97M-V functional and the def2-TZVPD basis) of the ion C2H9N2O with charge +1.

Values from the calculation:
- HOMO-LUMO gap (eV) = 10.7
- net charge = +1
- SMILES = C[C@H]([NH3+])ON
- lowest unoccupied orbital energy (eV) = -3.641

XYZ file:
```
14
Properties=species:S:1:pos:R:3:nbo_charge:R:1
C 1.422 -0.867 0.036 -0.66
C 0.128 -0.121 -0.310 0.22
N 0.214 1.235 0.207 -0.69
O -0.933 -0.865 0.358 -0.39
N -2.163 -0.396 -0.166 -0.56
H 1.747 -0.851 1.014 0.24
H 2.306 -0.416 -0.587 0.23
H 1.171 -1.909 -0.151 0.28
H -0.279 -0.066 -1.326 0.23
H 0.165 1.186 1.254 0.46
H 1.096 1.525 -0.096 0.44
H -0.441 1.964 -0.087 0.46
H -2.447 -0.977 -0.899 0.36
H -2.847 -0.485 0.563 0.37
```



Most stable = one)



one) The following is a DFT calculation (the ωB97M-V functional and the def2-TZVPD basis) of an isolated molecule of C3H3N3O.

Values from the calculation:
- HOMO-LUMO gap (alpha / beta) (eV) = 7.6 / 7.6
- lowest unoccupied orbital energy (alpha / beta) (eV) = -1.494 / -1.500

XYZ file:
```
10
Properties=species:S:1:pos:R:3:nbo_charge:R:1
N -1.371 -1.419 -0.430 -0.67
C -0.379 -0.554 -0.109 0.35
N 0.236 -2.036 -1.389 0.25
N 0.779 -1.323 -0.643 -0.06
O 2.160 0.682 0.529 -0.53
C 1.101 1.266 0.653 0.39
C -0.220 0.705 0.354 -0.46
H -2.312 -1.016 -0.467 0.36
H 1.080 2.320 0.996 0.12
H -1.096 1.339 0.469 0.24
```



two) The following is a DFT calculation (the ωB97M-V functional and the def2-TZVPD basis) of an isolated molecule of C3H3N3O.

Values from the calculation:
- HOMO-LUMO gap (eV) = 9.9
- SMILES = O=c1cn[nH]cn1
- lowest unoccupied orbital energy (eV) = 0.009

XYZ file:
```
10
Properties=species:S:1:pos:R:3:nbo_charge:R:1
O 2.143 -0.412 -0.160 -0.51
C 1.053 -0.087 -0.560 0.59
C 0.452 1.250 -0.245 -0.01
N -0.470 1.207 0.637 -0.19
N -0.974 -0.109 0.901 -0.52
C -0.894 -0.983 -0.213 0.27
N 0.083 -0.977 -1.034 -0.44
H 0.802 2.213 -0.605 0.22
H -0.429 -0.493 1.667 0.40
H -1.766 -1.608 -0.388 0.20
```



Most stable = two)



one) The following is a DFT calculation (the ωB97M-V functional and the def2-TZVPD basis) of a cluster of 2 separate species, C3H3N3O in total.

Values from the calculation:
- HOMO-LUMO gap (eV) = 10.2
- SMILES = N=C=CC=O.N#N
- lowest unoccupied orbital energy (eV) = 0.503

XYZ file:
```
10
Properties=species:S:1:pos:R:3:nbo_charge:R:1
N 2.239 -0.536 0.776 -0.60
C 1.123 -0.684 0.328 0.54
C -0.104 -0.944 -0.105 -0.58
C -1.249 -0.404 0.635 0.40
O -1.161 0.319 1.606 -0.54
H 2.782 0.280 0.509 0.40
H -0.231 -1.527 -1.011 0.26
H -2.240 -0.704 0.243 0.12
N -0.038 2.007 -1.519 -0.01
N -1.123 2.193 -1.462 0.01
```



two) The following is a DFT calculation (the ωB97M-V functional and the def2-TZVPD basis) of an isolated molecule of C3H3N3O.

Values from the calculation:
- HOMO-LUMO gap (eV) = 9.5
- SMILES = O=c1nccn[nH]1
- lowest unoccupied orbital energy (eV) = -0.534

XYZ file:
```
10
Properties=species:S:1:pos:R:3:nbo_charge:R:1
O 2.266 -1.300 -0.114 -0.53
C 1.233 -0.738 0.137 0.72
N -0.006 -1.423 0.159 -0.43
C -1.068 -0.744 -0.099 0.10
C -1.062 0.687 -0.206 -0.07
N -0.056 1.311 0.257 -0.21
N 1.128 0.655 0.513 -0.48
H -2.028 -1.256 -0.148 0.20
H -1.873 1.317 -0.539 0.22
H 1.366 1.593 0.050 0.48
```



Most stable = one)



one) The following is a DFT calculation (the ωB97M-V functional and the def2-TZVPD basis) of a structure of composition C3H3N3O.

Values from the calculation:
- HOMO-LUMO gap (eV) = 10.4
- lowest unoccupied orbital energy (eV) = 0.322

XYZ file:
```
10
Properties=species:S:1:pos:R:3:nbo_charge:R:1
O -1.288 0.536 1.236 -0.66
C -0.435 0.198 0.243 0.43
C -0.928 -0.699 -0.855 0.01
N 0.064 -1.513 -0.851 -0.19
N 0.676 -0.852 0.333 -0.31
C 1.464 0.277 -0.070 0.24
N 0.586 1.213 -0.094 -0.43
H -0.864 1.219 1.777 0.49
H -1.811 -0.721 -1.484 0.21
H 2.536 0.342 -0.235 0.20
```



two) The following is a DFT calculation (the ωB97M-V functional and the def2-TZVPD basis) of an isolated molecule of C3H3N3O.

Values from the calculation:
- HOMO-LUMO gap (eV) = 10.3
- SMILES = O=Cc1cnn[nH]1
- lowest unoccupied orbital energy (eV) = -0.154

XYZ file:
```
10
Properties=species:S:1:pos:R:3:nbo_charge:R:1
O -2.065 1.245 0.322 -0.50
C -1.084 1.121 -0.376 0.40
C -0.121 0.043 -0.156 -0.05
C 1.244 0.134 -0.228 -0.07
N 1.783 -0.916 0.439 -0.24
N 0.824 -1.669 0.882 -0.02
N -0.327 -1.092 0.553 -0.30
H -0.791 1.851 -1.160 0.13
H 1.841 0.912 -0.685 0.22
H -1.200 -1.542 0.790 0.43
```



three) The following is a DFT calculation (the ωB97M-V functional and the def2-TZVPD basis) of an isolated molecule of C3H3N3O.

Values from the calculation:
- HOMO-LUMO gap (eV) = 9.9
- SMILES = [H]/N=c1\cnocn1
- lowest unoccupied orbital energy (eV) = -0.248

XYZ file:
```
10
Properties=species:S:1:pos:R:3:nbo_charge:R:1
H -2.509 0.706 0.084 0.34
N -2.124 -0.378 -0.087 -0.53
C -0.895 -0.266 -0.026 0.32
C -0.226 1.004 0.004 -0.06
N 1.059 1.267 0.092 -0.04
O 1.941 0.092 -0.097 -0.40
C 1.284 -1.241 0.021 0.42
N 0.066 -1.405 0.163 -0.48
H -0.731 2.032 0.089 0.22
H 2.136 -1.811 -0.244 0.20
```



four) The following is a DFT calculation (the ωB97M-V functional and the def2-TZVPD basis) of a cluster of 2 separate species, C3H3N3O in total.

Values from the calculation:
- HOMO-LUMO gap (eV) = 10.1
- SMILES = N=C=CC=O.N#N
- lowest unoccupied orbital energy (eV) = 0.436

XYZ file:
```
10
Properties=species:S:1:pos:R:3:nbo_charge:R:1
N 2.440 -0.749 0.651 -0.60
C 1.305 -0.852 0.238 0.54
C 0.037 -1.042 -0.107 -0.58
C -1.014 -0.246 0.536 0.40
O -0.822 0.608 1.376 -0.55
H 3.072 -0.075 0.227 0.40
H -0.208 -1.775 -0.868 0.26
H -2.038 -0.473 0.173 0.12
N -1.466 2.713 -0.755 0.03
N -1.306 1.892 -1.472 -0.02
```



Most stable = four)



one) The following is a DFT calculation (the ωB97M-V functional and the def2-TZVPD basis) of a cluster of 2 separate species, C3H11NOS in total.

Values from the calculation:
- HOMO-LUMO gap (eV) = 9.5
- SMILES = CNCCS.O
- lowest unoccupied orbital energy (eV) = 0.830

XYZ file:
```
17
Properties=species:S:1:pos:R:3:nbo_charge:R:1
C -1.993 0.856 0.013 -0.42
N -1.034 0.044 -0.776 -0.65
C -0.772 -1.354 -0.462 -0.24
C 0.695 -1.439 -0.024 -0.48
S 1.027 -3.026 0.880 -0.10
H -2.254 1.876 -0.295 0.21
H -1.491 0.873 0.972 0.19
H -2.979 0.375 0.092 0.16
H -1.272 0.278 -1.730 0.36
H -1.388 -1.712 0.367 0.19
H -0.744 -1.958 -1.373 0.21
H 1.337 -1.516 -0.893 0.21
H 1.174 -0.720 0.646 0.22
H -0.091 -3.026 1.653 0.11
O 3.068 3.322 -0.013 -0.93
H 3.582 4.131 0.033 0.46
H 3.135 2.998 0.909 0.47
```



two) The following is a DFT calculation (the ωB97M-V functional and the def2-TZVPD basis) of a cluster of 2 separate species, C3H11NOS in total.

Values from the calculation:
- HOMO-LUMO gap (eV) = 9.3
- SMILES = CSC.NCO
- lowest unoccupied orbital energy (eV) = 0.936

XYZ file:
```
17
Properties=species:S:1:pos:R:3:nbo_charge:R:1
C -0.795 -4.131 0.470 -0.73
S -1.336 -2.400 0.215 0.17
C -1.909 -2.470 -1.485 -0.75
H 0.177 -4.271 0.016 0.21
H -1.454 -4.788 -0.105 0.21
H -0.872 -4.288 1.533 0.23
H -2.521 -3.343 -1.656 0.21
H -2.434 -1.554 -1.700 0.23
H -1.071 -2.540 -2.184 0.21
N 1.975 3.289 -0.367 -0.86
C 1.240 4.006 0.639 0.11
O 1.301 3.191 1.797 -0.73
H 2.557 2.608 0.092 0.38
H 2.436 3.883 -1.036 0.37
H 1.602 5.015 0.869 0.13
H 0.174 4.104 0.371 0.13
H 0.930 3.690 2.530 0.47
```



three) The following is a DFT calculation (the ωB97M-V functional and the def2-TZVPD basis) of a cluster of 2 separate species, C3H11NOS in total.

Values from the calculation:
- HOMO-LUMO gap (eV) = 9.6
- SMILES = CNCCS.O
- lowest unoccupied orbital energy (eV) = 0.837

XYZ file:
```
17
Properties=species:S:1:pos:R:3:nbo_charge:R:1
C -0.418 -0.455 -2.094 -0.42
N 0.306 -0.447 -0.801 -0.65
C -0.624 -0.640 0.321 -0.24
C 0.163 -0.704 1.661 -0.51
S -0.400 0.506 2.924 -0.08
H -1.051 0.465 -2.188 0.20
H -1.094 -1.294 -2.235 0.18
H 0.317 -0.444 -2.940 0.21
H 0.969 -1.229 -0.843 0.36
H -1.297 0.212 0.338 0.21
H -1.250 -1.578 0.244 0.17
H 0.090 -1.672 2.133 0.22
H 1.171 -0.476 1.487 0.22
H 0.088 1.586 2.269 0.16
O 1.178 2.057 0.279 -0.98
H 0.921 2.838 -0.290 0.47
H 0.931 1.275 -0.265 0.49
```



Most stable = three)



one) The following is a DFT calculation (the ωB97M-V functional and the def2-TZVPD basis) of a cluster of 2 separate species, C3H11NOS in total.

Values from the calculation:
- HOMO-LUMO gap (eV) = 9.9
- SMILES = CCS.NCO
- lowest unoccupied orbital energy (eV) = 0.793

XYZ file:
```
17
Properties=species:S:1:pos:R:3:nbo_charge:R:1
C 2.500 -1.085 1.032 -0.64
C 1.362 -0.491 0.214 -0.43
S 2.237 0.865 -0.881 -0.15
H 3.275 -0.421 1.399 0.22
H 2.986 -1.784 0.352 0.22
H 2.137 -1.718 1.849 0.21
H 0.879 -1.088 -0.546 0.22
H 0.671 0.172 0.721 0.21
H 1.885 0.438 -2.108 0.12
N -1.993 1.058 -1.194 -0.85
C -2.331 0.755 0.193 0.08
O -2.688 -0.639 0.401 -0.73
H -1.789 2.048 -1.054 0.36
H -1.153 0.619 -1.544 0.37
H -1.419 0.792 0.793 0.14
H -3.177 1.288 0.619 0.17
H -3.380 -0.808 -0.244 0.46
```



two) The following is a DFT calculation (the ωB97M-V functional and the def2-TZVPD basis) of a cluster of 2 separate species, C3H11NOS in total.

Values from the calculation:
- HOMO-LUMO gap (eV) = 9.8
- SMILES = CCS.NCO
- lowest unoccupied orbital energy (eV) = 0.927

XYZ file:
```
17
Properties=species:S:1:pos:R:3:nbo_charge:R:1
C 0.033 -2.638 1.381 -0.65
C -1.418 -2.224 1.664 -0.52
S -1.420 -0.383 1.527 -0.06
H 0.365 -2.562 0.314 0.21
H 0.758 -1.835 1.810 0.24
H -0.087 -3.730 1.574 0.22
H -1.653 -2.695 2.640 0.22
H -2.099 -2.714 0.916 0.22
H -1.912 0.051 2.672 0.12
N 0.703 3.137 -2.693 -0.85
C 1.138 1.969 -1.948 0.09
O 0.671 1.825 -0.531 -0.79
H 1.066 4.060 -2.387 0.37
H -0.338 3.202 -2.796 0.37
H 2.200 1.863 -1.878 0.16
H 0.703 1.091 -2.443 0.16
H 1.291 1.583 0.180 0.48
```



Most stable = one)



one) The following is a DFT calculation (the ωB97M-V functional and the def2-TZVPD basis) of a cluster of 2 separate species, C3HCl3O in total.

Values from the calculation:
- HOMO-LUMO gap (alpha / beta) (eV) = 7.3 / 7.3
- lowest unoccupied orbital energy (alpha / beta) (eV) = -2.984 / -2.983

XYZ file:
```
8
Properties=species:S:1:pos:R:3:nbo_charge:R:1
C -0.157 0.002 -1.050 0.53
C -0.780 0.349 0.284 -0.38
C 0.334 -0.643 0.124 0.02
O -0.098 0.244 -2.203 -0.38
Cl -0.509 1.970 0.893 0.07
Cl 0.421 -2.212 0.690 0.18
Cl 2.531 0.323 0.653 -0.29
H -1.742 -0.034 0.610 0.27
```



two) The following is a DFT calculation (the ωB97M-V functional and the def2-TZVPD basis) of a cluster of 2 separate species, C3HCl3O in total.

Values from the calculation:
- HOMO-LUMO gap (eV) = 10.5
- lowest unoccupied orbital energy (eV) = 0.610

XYZ file:
```
8
Properties=species:S:1:pos:R:3:nbo_charge:R:1
C 2.436 -1.000 -1.129 0.51
C -0.940 0.698 -0.187 -0.29
C -0.720 0.406 1.050 -0.07
O 2.547 -1.869 -1.857 -0.51
Cl -0.835 -0.455 -1.455 0.04
Cl -0.055 -1.127 1.712 0.02
Cl -1.059 1.585 2.316 0.03
H -1.374 1.763 -0.452 0.26
```



Most stable = two)